DFT (ωB97M-V with the def2-TZVPD basis set) results for a 8-piece molecular cluster, C13H42N6O8 overall.

The calculation puts the LUMO energy at 0.351 eV. The energy above the lowest of the compared OMol25 structures with the same formula, charge and spin comes out at 268.7 kJ/mol. As for the SMILES: NC(N)=O.NC(N)=O.NC(N)=O.CCO.CCO.CCO.CCO.CCO. The max |F| comes out at 7.96 eV/Å.

The geometry in ORCA input format:
```
! wB97M-V def2-TZVPD RIJCOSX def2/J DEFGRID3
* xyz 0 1
H -25.323 0.132 -1.608
H -23.686 -0.198 1.506
H -27.119 1.402 0.243
O -26.970 -2.554 2.184
N -28.500 -0.987 2.146
H -24.999 -3.339 3.032
N -27.026 -1.142 3.821
H -22.961 -2.946 4.280
H -28.778 -1.355 1.248
C -23.924 -0.697 -0.611
H -27.300 -0.201 4.064
O -25.017 2.750 0.993
H -28.200 1.731 1.515
H -29.231 2.439 6.284
H -29.238 1.274 4.886
H -25.706 1.578 2.302
C -28.260 2.384 5.791
N -23.130 0.461 9.445
H -21.686 -2.796 3.052
H -22.635 -0.384 9.694
H -24.823 -0.588 6.722
O -24.700 0.395 -0.926
C -23.636 -0.220 4.949
H -24.553 -1.557 -0.383
H -28.170 3.308 5.219
H -26.173 3.156 2.624
H -23.953 -1.176 4.531
C -27.259 2.244 6.940
O -20.564 -0.667 3.513
N -20.737 -2.945 3.365
N -24.967 1.686 9.343
H -25.577 0.466 5.443
C -23.065 -0.463 0.651
H -26.211 2.394 6.680
N -18.832 -2.084 3.718
H -27.507 2.919 7.759
H -18.640 -3.050 3.495
O -22.342 -0.273 5.468
O -23.489 -4.456 2.328
O -25.074 -0.268 10.370
C -27.478 -1.596 2.711
C -27.355 2.168 0.982
H -26.435 -1.667 4.450
C -26.092 2.459 1.789
H -18.132 -1.363 3.617
H -24.989 -5.120 3.470
H -24.486 1.181 6.515
H -25.869 1.725 9.796
H -22.260 0.233 0.416
H -20.490 -3.856 3.723
H -27.833 3.049 0.553
C -24.414 -4.201 3.351
H -24.554 2.460 8.843
H -22.879 -4.619 4.860
C -24.680 0.231 6.016
C -23.553 -3.827 4.533
H -21.744 -0.166 4.724
H -24.237 -3.652 5.363
H -28.899 -0.092 2.391
C -20.108 -1.788 3.538
O -28.279 1.260 4.919
H -24.035 -4.733 1.588
C -24.411 0.608 9.698
H -22.783 1.161 8.806
H -24.797 1.952 0.505
H -23.602 0.459 4.097
H -23.382 -1.025 -1.498
H -22.735 -1.447 0.985
H -27.397 1.280 7.430
*
```

DFT (ωB97M-V with the def2-TZVPD basis set) results for a 8-piece molecular cluster, C13H42O13 overall.

The calculation puts the LUMO energy at 0.344 eV. The energy above the lowest of the compared OMol25 structures with the same formula, charge and spin comes out at 84.9 kJ/mol. As for the SMILES: OCCO.OCCO.OCCO.OCCO.OCCO.CO.CO.CO. The max |F| comes out at 1.82 eV/Å.

The geometry in ORCA input format:
```
! wB97M-V def2-TZVPD RIJCOSX def2/J DEFGRID3
* xyz 0 1
H -19.919 -2.618 7.740
H -18.129 2.019 8.499
C -16.325 2.103 7.307
C -17.016 -3.301 3.141
C -15.782 -3.208 2.286
C -14.627 0.392 -0.310
H -16.916 1.248 3.943
H -17.631 -1.596 9.937
O -14.832 -4.238 2.497
O -15.955 -0.413 4.840
C -18.506 -1.264 7.991
H -15.168 0.943 3.505
C -15.939 4.688 4.556
H -16.764 -3.615 4.151
H -19.121 0.023 5.603
H -15.373 2.635 7.345
H -14.433 1.405 0.069
C -20.927 -0.559 4.682
O -13.020 0.536 6.995
O -16.679 -2.778 8.612
H -16.893 2.365 6.413
O -16.419 2.193 9.647
H -11.101 0.618 6.206
H -21.226 -1.113 6.528
H -15.244 -5.082 2.288
H -19.303 0.644 3.967
O -12.537 -0.067 -1.436
H -18.357 -3.733 1.770
H -14.929 4.336 4.769
H -12.361 0.614 5.003
H -21.552 -0.269 3.831
C -12.086 0.207 5.990
H -17.437 -2.294 3.286
C -13.503 -0.565 -0.523
H -13.921 -1.499 -0.914
O -19.759 -1.711 7.464
O -16.560 5.033 5.789
O -18.093 -4.086 2.623
H -12.366 -0.735 -2.103
H -18.656 -0.286 8.459
H -16.872 -3.483 7.988
H -16.498 3.918 4.027
H -15.336 -2.250 2.569
H -16.924 2.363 10.446
C -17.170 2.541 8.469
H -18.617 -2.927 9.371
O -21.747 -0.721 5.810
H -15.912 5.320 6.437
H -13.101 -0.840 0.462
H -15.965 -3.134 1.206
O -20.368 1.699 5.338
C -16.131 0.499 3.786
H -11.974 -0.866 5.801
H -16.480 -0.018 2.881
H -13.698 -0.145 6.948
H -14.921 0.735 -2.248
O -15.451 0.601 -1.457
H -20.878 1.533 6.137
H -15.905 5.546 3.879
O -16.157 0.691 7.277
H -15.897 0.424 8.169
H -20.478 -1.512 4.360
H -17.835 -1.091 7.152
H -15.864 0.099 5.664
H -15.293 0.016 0.477
C -17.888 -2.170 9.050
C -19.836 0.480 4.904
H -17.314 3.622 8.426
*
```

DFT (ωB97M-V with the def2-TZVPD basis set) results for a 13-piece molecular cluster, C13H44O19 overall.

The calculation puts the LUMO energy at -0.165 eV. The max |F| comes out at 5.35 eV/Å.

The geometry in ORCA input format:
```
! wB97M-V def2-TZVPD RIJCOSX def2/J DEFGRID3
* xyz 0 1
C 1.375 1.265 0.352
H 1.466 5.588 -0.553
C 0.364 -0.324 -1.428
H 2.157 -7.107 0.463
H 1.154 1.348 1.423
H -1.245 -1.822 -1.832
H 2.270 0.642 0.266
H 1.076 3.057 4.447
H -7.350 -1.610 -3.247
O 1.855 6.465 -0.675
O -5.144 7.198 1.103
H -0.712 -0.952 -3.259
C 0.716 -2.320 -0.010
H 2.537 3.040 0.564
O -1.060 6.383 -2.163
H -6.927 -3.628 -4.048
H 2.312 1.984 6.426
H 1.118 -4.744 3.327
H -0.536 0.281 0.458
O -6.436 -4.180 -3.431
H 2.397 -1.046 -0.856
C -0.890 -0.845 -2.193
H 0.846 -1.800 0.951
H -0.363 -2.436 -0.146
H 3.831 -2.271 2.323
H -1.738 6.755 0.042
H 7.251 -1.763 1.054
H 0.899 -5.657 -0.929
O 2.614 -0.608 -3.960
C -3.313 -1.971 0.315
H -2.231 -1.921 0.499
C -3.641 -1.038 -0.833
H -0.969 7.173 1.285
H 4.456 -1.919 0.980
O 1.569 -1.921 -2.425
H 2.160 2.716 -1.131
O 1.798 -6.432 1.050
H -3.577 -3.003 0.089
O -2.245 0.892 -2.921
H -4.256 7.195 1.482
H -6.566 -1.199 -2.013
O -2.902 0.120 -0.955
H 2.334 -3.719 0.572
H 3.429 2.880 6.948
O 2.705 2.858 6.313
H 1.577 -3.317 3.075
O -7.455 -1.190 -2.388
H -0.947 5.961 -3.022
O -4.510 -1.286 -1.559
C -2.076 0.130 -2.082
H -5.031 6.778 0.244
H -0.445 1.545 -0.744
O 0.764 2.437 3.774
H 2.510 -6.271 1.681
O -1.853 7.176 0.903
C 1.753 2.678 -0.112
H 0.291 2.993 3.144
H 0.736 -4.231 0.966
C 1.398 -1.427 -1.081
H -6.107 -3.563 -2.768
H -3.793 -1.641 1.243
H 0.158 3.529 -0.791
C 0.106 0.689 -0.328
O 1.137 0.263 -2.527
O 6.394 -2.194 1.140
H -0.174 6.382 -1.779
O 3.665 -1.765 1.521
H 2.247 -4.702 -1.509
C 1.229 -4.637 -1.105
H 6.531 -2.862 1.821
H 2.592 6.488 -0.055
O 0.669 3.617 0.026
C 1.319 -3.743 0.180
H 0.594 -4.145 -1.850
O 1.912 -4.212 3.202
C 1.892 -0.744 -3.090
*
```

DFT (ωB97M-V with the def2-TZVPD basis set) results for a 9-piece molecular cluster, C13H44O9 overall.

The calculation puts the LUMO energy at 0.168 eV. The energy above the lowest of the compared OMol25 structures with the same formula, charge and spin comes out at 569.9 kJ/mol. As for the SMILES: CCO.CCO.CCO.CCO.CO.CO.CO.CO.CO. The max |F| comes out at 3.31 eV/Å.

The geometry in ORCA input format:
```
! wB97M-V def2-TZVPD RIJCOSX def2/J DEFGRID3
* xyz 0 1
C -2.787 -5.915 -2.520
H -3.503 -3.594 4.229
H 1.840 3.638 -5.621
O 3.676 -3.472 5.443
H 1.739 -2.585 4.713
H -5.371 0.245 -6.828
H -1.653 1.876 5.159
H 5.902 0.953 3.179
O 2.374 4.175 -5.031
H 4.877 -0.667 1.759
H 0.926 5.547 -5.202
H -3.615 -7.868 -2.495
H 3.032 -1.597 5.222
H 0.571 4.495 -4.034
C -3.986 -4.438 3.737
H -3.425 2.995 6.840
C -0.635 -0.290 0.414
H 3.964 -3.613 4.538
H 2.630 5.485 -2.602
H 6.810 2.487 -3.200
C 1.455 5.004 -4.419
O -1.457 1.781 6.094
H -4.595 -6.759 -3.416
H -4.514 -5.158 4.362
H -5.763 -4.458 3.026
H -2.762 4.322 5.775
H -0.155 -1.230 0.686
C 2.531 -2.535 5.460
H -3.698 -4.222 -2.776
O 6.267 1.781 -5.004
H -3.215 -7.312 -4.125
H -2.986 -5.739 -1.462
H 5.615 1.163 -3.102
H -3.140 -5.005 3.350
H -3.826 0.905 -6.325
O 4.830 0.277 1.593
C 2.136 5.973 -3.442
C -0.407 0.162 -1.038
H -1.695 -0.465 0.602
H -0.796 3.044 7.571
C 5.979 0.972 2.092
C -3.566 -6.994 -3.144
O -4.913 -4.054 2.836
O -0.339 0.789 1.314
C -2.593 3.666 6.629
H -4.987 0.481 -5.036
O -5.593 1.994 -6.193
H -1.170 0.853 -1.396
C -1.261 3.057 6.586
H -0.394 -0.787 -1.574
H -2.681 4.318 7.499
C -4.881 0.843 -6.059
H -5.146 2.644 -5.646
H 1.383 6.707 -3.158
C 6.519 1.515 -3.600
H 5.577 2.442 -5.096
O -3.035 -4.726 -3.254
H 2.873 6.608 -3.934
H 6.883 0.683 1.557
H 7.350 0.811 -3.552
H 0.552 0.676 -1.087
H -1.712 -6.022 -2.667
H -0.564 3.653 5.997
H 2.129 -2.455 6.471
H 5.783 2.030 1.921
H 0.610 0.910 1.384
*
```

DFT (ωB97M-V with the def2-TZVPD basis set) results for a 8-piece molecular cluster, C13H45N3O8 overall.

The calculation puts the LUMO energy at 0.319 eV. As for the SMILES: COC[C@H](C)N.COC[C@H](C)N.COC[C@H](C)N.CO.O.O.O.O. The max |F| comes out at 1.35 eV/Å.

The geometry in ORCA input format:
```
! wB97M-V def2-TZVPD RIJCOSX def2/J DEFGRID3
* xyz 0 1
H 3.315 -3.750 -1.919
C 3.252 -2.192 -6.072
C 1.674 5.709 1.892
H -0.321 -2.852 4.452
C 2.129 -3.560 -4.530
H 2.269 1.605 1.017
H -1.997 2.487 3.715
H -0.433 -3.762 -0.416
H -1.492 5.134 1.054
O -0.276 -4.712 -0.300
H -3.271 3.115 2.924
C 1.542 -3.602 -3.133
N 1.193 -4.986 -2.755
H 0.979 3.080 1.802
H -2.078 1.691 1.545
C 0.808 3.560 0.828
H 3.045 -4.171 -4.525
H 1.595 -1.395 0.725
H 1.431 -3.925 -5.290
H 0.204 -1.939 1.803
C -2.221 -0.021 2.837
H 0.079 -0.866 -3.069
C -2.803 1.273 2.255
H -1.228 0.211 3.238
O 1.981 3.381 0.047
H 2.808 -2.066 -2.149
C -4.123 1.027 1.546
C -5.550 1.997 -0.068
H 0.709 -5.495 -3.488
H 1.125 0.221 -2.842
O 2.516 -2.239 -4.884
O 0.895 -1.277 4.411
H 1.257 6.525 2.480
H -4.921 0.832 2.268
O 0.339 -0.175 -2.448
H 1.811 -1.496 4.202
C 2.452 -3.089 -2.027
C 0.575 5.028 1.076
H -6.404 2.132 0.604
H 0.564 5.515 0.091
O -0.851 -3.596 4.126
H 3.242 1.837 -0.473
H -2.029 -0.730 2.030
N -0.733 5.240 1.723
H -2.766 -0.427 3.687
H -0.347 -1.076 -0.787
H -1.758 -3.376 4.361
O -0.259 -1.802 -0.152
H 2.766 -2.705 -6.911
H 3.397 -1.158 -6.378
H -5.687 0.992 -0.494
H -0.042 3.082 0.331
C 0.527 -1.345 0.953
O -4.352 2.105 0.663
N -2.913 2.262 3.348
H 0.286 -0.292 1.130
H 2.476 6.106 1.269
H -0.782 6.223 1.970
H -3.940 0.147 0.913
H 1.889 -3.087 -1.095
H 0.294 -4.942 -1.070
H 2.190 5.021 2.567
C 2.275 1.999 -0.007
H 0.555 -3.127 -3.184
H 2.051 -5.490 -2.544
H 0.881 -0.316 4.482
H 1.472 1.459 -0.522
H -5.510 2.697 -0.896
H 4.238 -2.652 -5.936
*
```

DFT (ωB97M-V with the def2-TZVPD basis set) results for a 10-piece molecular cluster, C13H46N16O10 overall.

The calculation puts the LUMO energy at -0.161 eV. The energy above the lowest of the compared OMol25 structures with the same formula, charge and spin comes out at 170.1 kJ/mol. As for the SMILES: NC(N)=O.NC(N)=O.NC(N)=O.NC(N)=O.NC(N)=O.NC(N)=O.NC(N)=O.NC(N)=O.CC(C)O.CCO. The max |F| comes out at 3.58 eV/Å.

The geometry in ORCA input format:
```
! wB97M-V def2-TZVPD RIJCOSX def2/J DEFGRID3
* xyz 0 1
H -3.513 5.260 0.438
N -3.304 4.577 1.149
C -0.769 0.050 -4.073
C -4.051 0.908 1.173
O -0.298 -0.629 4.539
C -0.347 -0.856 -0.009
N -4.869 1.550 2.076
H -2.270 -1.975 3.863
C -0.842 -5.481 -0.689
O -2.425 6.138 2.573
H 2.434 2.125 -4.078
N -2.015 3.879 3.093
O -3.054 1.484 0.738
C 1.953 3.370 -0.046
H -2.659 -0.459 -4.960
N -0.586 0.340 -0.497
H 2.191 -2.420 3.059
H -0.708 -4.883 0.212
H 0.643 -1.413 -3.543
N 1.032 3.987 -3.573
H -1.543 -0.748 1.687
H -1.681 3.061 2.568
H 2.614 -5.116 2.342
H 4.181 0.646 0.416
H -0.264 -5.587 -2.772
N -1.174 -1.367 0.962
O 4.883 -2.188 -2.968
H 1.255 3.227 0.804
O -0.700 -3.671 -2.335
H -1.343 4.260 3.756
H -1.910 -5.526 -0.913
H -0.403 -6.478 -0.437
O -0.384 -4.045 2.570
C 2.409 3.961 -3.273
H -3.540 -0.700 0.250
H -5.848 1.317 1.931
H -3.440 -0.733 3.759
H 0.609 4.864 -3.365
O 0.561 -1.566 -0.425
O 3.846 3.363 1.409
C -2.575 4.985 2.245
H -5.033 -1.059 1.005
H 2.549 0.824 -0.366
C 3.209 1.165 0.432
N 2.675 -1.412 -2.751
H 0.244 0.726 -0.925
H 1.501 3.150 -0.986
C 3.252 2.694 0.257
H 2.929 -0.708 -3.448
C 3.835 -2.189 -2.378
N 2.999 2.641 -3.423
O -0.057 1.046 -3.971
H 2.692 -2.928 -0.838
O 3.009 4.959 -2.951
N 1.419 -2.899 3.536
H 2.686 0.879 1.346
N 1.815 -4.714 1.898
C 0.830 -3.842 2.697
H 2.268 4.420 -0.031
H 3.989 2.694 -3.717
H -2.207 1.192 -4.648
H 1.315 -5.458 1.470
N -1.674 1.117 4.740
H -0.883 1.622 5.073
C -1.423 -0.186 4.353
H -0.908 -2.300 1.297
C -0.128 -4.909 -1.937
H -1.406 0.799 -0.096
H -4.637 2.534 2.211
H 3.189 3.398 2.108
N -2.482 -1.005 3.791
H 0.476 3.147 -3.577
N 3.587 -2.986 -1.281
H 0.801 -2.260 4.075
N -4.280 -0.410 0.866
H 3.871 2.992 -0.654
N -0.295 -1.189 -3.814
H -0.958 -1.949 -3.700
H 0.964 -4.786 -1.720
H -0.560 -3.076 -1.585
H -3.005 3.643 0.815
H 4.286 -3.572 -0.861
H -2.531 1.532 4.510
H 2.080 -1.053 -2.006
N -2.099 0.206 -4.469
*
```

Copy entry 6 word for word.
DFT (ωB97M-V with the def2-TZVPD basis set) results for a 10-piece molecular cluster, C13H46N16O10 overall.

The calculation puts the LUMO energy at -0.161 eV. The energy above the lowest of the compared OMol25 structures with the same formula, charge and spin comes out at 170.1 kJ/mol. As for the SMILES: NC(N)=O.NC(N)=O.NC(N)=O.NC(N)=O.NC(N)=O.NC(N)=O.NC(N)=O.NC(N)=O.CC(C)O.CCO. The max |F| comes out at 3.58 eV/Å.

The geometry in ORCA input format:
```
! wB97M-V def2-TZVPD RIJCOSX def2/J DEFGRID3
* xyz 0 1
H -3.513 5.260 0.438
N -3.304 4.577 1.149
C -0.769 0.050 -4.073
C -4.051 0.908 1.173
O -0.298 -0.629 4.539
C -0.347 -0.856 -0.009
N -4.869 1.550 2.076
H -2.270 -1.975 3.863
C -0.842 -5.481 -0.689
O -2.425 6.138 2.573
H 2.434 2.125 -4.078
N -2.015 3.879 3.093
O -3.054 1.484 0.738
C 1.953 3.370 -0.046
H -2.659 -0.459 -4.960
N -0.586 0.340 -0.497
H 2.191 -2.420 3.059
H -0.708 -4.883 0.212
H 0.643 -1.413 -3.543
N 1.032 3.987 -3.573
H -1.543 -0.748 1.687
H -1.681 3.061 2.568
H 2.614 -5.116 2.342
H 4.181 0.646 0.416
H -0.264 -5.587 -2.772
N -1.174 -1.367 0.962
O 4.883 -2.188 -2.968
H 1.255 3.227 0.804
O -0.700 -3.671 -2.335
H -1.343 4.260 3.756
H -1.910 -5.526 -0.913
H -0.403 -6.478 -0.437
O -0.384 -4.045 2.570
C 2.409 3.961 -3.273
H -3.540 -0.700 0.250
H -5.848 1.317 1.931
H -3.440 -0.733 3.759
H 0.609 4.864 -3.365
O 0.561 -1.566 -0.425
O 3.846 3.363 1.409
C -2.575 4.985 2.245
H -5.033 -1.059 1.005
H 2.549 0.824 -0.366
C 3.209 1.165 0.432
N 2.675 -1.412 -2.751
H 0.244 0.726 -0.925
H 1.501 3.150 -0.986
C 3.252 2.694 0.257
H 2.929 -0.708 -3.448
C 3.835 -2.189 -2.378
N 2.999 2.641 -3.423
O -0.057 1.046 -3.971
H 2.692 -2.928 -0.838
O 3.009 4.959 -2.951
N 1.419 -2.899 3.536
H 2.686 0.879 1.346
N 1.815 -4.714 1.898
C 0.830 -3.842 2.697
H 2.268 4.420 -0.031
H 3.989 2.694 -3.717
H -2.207 1.192 -4.648
H 1.315 -5.458 1.470
N -1.674 1.117 4.740
H -0.883 1.622 5.073
C -1.423 -0.186 4.353
H -0.908 -2.300 1.297
C -0.128 -4.909 -1.937
H -1.406 0.799 -0.096
H -4.637 2.534 2.211
H 3.189 3.398 2.108
N -2.482 -1.005 3.791
H 0.476 3.147 -3.577
N 3.587 -2.986 -1.281
H 0.801 -2.260 4.075
N -4.280 -0.410 0.866
H 3.871 2.992 -0.654
N -0.295 -1.189 -3.814
H -0.958 -1.949 -3.700
H 0.964 -4.786 -1.720
H -0.560 -3.076 -1.585
H -3.005 3.643 0.815
H 4.286 -3.572 -0.861
H -2.531 1.532 4.510
H 2.080 -1.053 -2.006
N -2.099 0.206 -4.469
*
```